Molecular formula: C4H20N2O8
Method: DFT, ωB97M-V with the def2-TZVPD basis set

Values from the calculation:
- strongest force on any atom (eV Å⁻¹) = 8.94
- E (Ha) = -875.7891
- energy relative to the best compared isomer or geometry (same formula, charge and spin) (kcal/mol) = 55.4
- molar mass (g mol⁻¹) = 224.2
- LUMO (eV) = 0.13
- spin multiplicity = 1

Each line ends with the natural charge from an NBO analysis.
CARTESIAN COORDINATES (ANGSTROEM)
C -0.446849 2.816932 0.819628  -0.621
C -1.607104 2.120976 0.064637  -0.502
C -1.006225 0.686164 -0.207571  0.702
O -0.108637 0.230891 0.573118  -0.708
N -1.465209 -0.053635 -1.257024  -0.662
C -1.395253 -1.513222 -1.291930  0.794
N -0.449109 -2.236013 -0.597759  -0.832
O -2.299575 -2.086292 -1.886745  -0.617
H -0.035805 3.583661 0.246914  0.214
H -0.968469 3.317124 1.717118  0.204
H 0.294848 2.143067 1.298916  0.259
H -1.897912 2.503624 -0.930567  0.225
H -2.412001 2.056691 0.740951  0.235
H -2.193220 0.446536 -1.890736  0.441
H 0.278405 -1.628357 -0.144455  0.444
H -0.379275 -3.090597 -0.921111  0.401
O 2.565754 1.625308 -0.591433  -0.943
H 2.450897 1.021051 0.176829  0.479
H 2.961132 1.066128 -1.094235  0.443
O 0.333432 0.131034 3.114084  -0.929
H -0.450438 0.312057 2.655227  0.479
H 0.169904 -0.784058 3.337769  0.492
O 0.934477 2.250533 -2.430431  -0.901
H 0.659406 1.547545 -1.787768  0.460
H 0.713323 2.898000 -1.870604  0.445
O 2.073838 -0.406014 1.172975  -0.994
H 1.457464 -0.224442 1.905776  0.524
H 2.823210 -0.849829 1.519677  0.475
O 1.915343 -1.438521 -1.253082  -0.954
H 1.955954 -1.036267 -0.451826  0.474
H 2.832297 -1.649109 -1.428897  0.465
O -1.117365 -2.312745 2.488372  -0.951
H -1.789964 -1.674964 2.384470  0.473
H -0.715053 -2.548969 1.716603  0.484

Force components x, y, z for each atom (eV/Å):
C -2.3 0.5 2.8
C 3.1 -1.9 -1.2
C 1.3 -0.8 2.0
O -3.4 0.8 -2.7
N -0.9 0.8 -0.3
C -1.7 -1.1 -0.3
N -1.1 8.3 2.4
O 0.9 0.8 -0.1
H 1.1 1.2 -0.8
H 1.0 -0.3 -1.2
H -0.6 0.5 -0.9
H 0.1 0.4 0.7
H -1.3 -0.4 0.4
H 1.6 -1.9 1.5
H -0.9 -1.6 -0.8
H 1.0 -5.1 -1.7
O -3.5 4.4 6.4
H -0.3 0.9 0.1
H 4.1 -5.1 -6.1
O 1.7 -0.3 1.6
H -1.6 0.9 -1.4
H 0.0 -0.8 0.5
O -0.5 -4.7 -2.2
H 1.0 -0.1 -1.3
H -0.8 4.9 2.9
O 0.2 0.0 -0.3
H -0.3 0.3 0.3
H 1.2 -0.6 0.8
O 0.6 -2.0 -4.4
H 0.0 2.2 4.1
H 0.2 -0.2 -0.4
O -0.2 -0.3 4.5
H -1.0 0.8 -0.8
H 1.2 -0.6 -3.6

Molecular formula: CH4N2O
Method: DFT, ωB97M-V with the def2-TZVPD basis set

Values from the calculation:
- strongest force on any atom (eV Å⁻¹) = 5.17
- E (Ha) = -225.1284
- energy relative to the best compared isomer or geometry (same formula, charge and spin) (kcal/mol) = 102.7
- molar mass (g mol⁻¹) = 60.1
- LUMO (eV) = 0.77
- spin multiplicity = 1

Each line ends with the natural charge from an NBO analysis.
CARTESIAN COORDINATES (ANGSTROEM)
H 1.729097 -1.016954 -0.133068  0.323
N 1.890422 0.036722 0.053553  -0.662
C 0.636653 0.436817 -0.081514  0.252
N -0.465360 -0.496480 -0.039821  -0.369
O -1.697981 0.089030 -0.063270  -0.521
H -0.002111 1.517872 0.015091  0.161
H -0.294150 -1.343044 0.382262  0.365
H -1.644350 0.727289 0.634834  0.452

Force components x, y, z for each atom (eV/Å):
H 1.0 1.6 0.6
N -3.9 -0.1 -1.4
C -1.2 -0.5 1.8
N 2.9 3.5 -2.5
O -0.8 -0.8 -0.3
H 3.0 -2.3 -0.6
H -0.4 -2.2 1.4
H -0.6 0.6 0.9

Molecular formula: ClNO5S
Method: DFT, ωB97M-V with the def2-TZVPD basis set

Values from the calculation:
- strongest force on any atom (eV Å⁻¹) = 4.16
- E (Ha) = -1289.0370
- energy relative to the best compared isomer or geometry (same formula, charge and spin) (kcal/mol) = 54.8
- molar mass (g mol⁻¹) = 161.5
- LUMO (spin up / spin down) (eV) = -1.66 / -1.67
- spin multiplicity = 1

Each line ends with the natural charge from an NBO analysis.
CARTESIAN COORDINATES (ANGSTROEM)
N 2.091871 0.503894 1.779328  0.550
O 2.046954 0.484501 0.615658  -0.113
O 1.499092 0.108826 2.687055  -0.231
O -3.224783 -0.910271 -1.243995  -0.824
O -1.717995 0.737475 -0.402200  -0.817
O 0.572404 -0.201829 -0.159280  -0.436
S -2.018972 -0.126500 -1.529007  1.613
Cl 0.751428 -0.596096 -1.747560  0.258

Force components x, y, z for each atom (eV/Å):
N 2.0 1.1 1.2
O 1.1 0.5 -1.9
O -1.5 -0.9 1.1
O 1.6 0.3 -1.2
O 0.3 -0.2 -1.4
O -1.2 -1.1 -0.8
S -3.3 0.2 2.5
Cl 1.0 0.0 0.5

Molecular formula: C7H10O
Method: DFT, ωB97M-V with the def2-TZVPD basis set

Values from the calculation:
- strongest force on any atom (eV Å⁻¹) = 5.84
- E (Ha) = -347.7870
- energy relative to the best compared isomer or geometry (same formula, charge and spin) (kcal/mol) = 110.6
- molar mass (g mol⁻¹) = 110.2
- LUMO (eV) = 1.04
- spin multiplicity = 1

Each line ends with the natural charge from an NBO analysis.
CARTESIAN COORDINATES (ANGSTROEM)
C -0.402724 0.958118 1.157572  -0.622
C -0.419961 0.396436 -0.262964  -0.078
C -1.853180 0.054595 -0.661283  -0.060
C -0.326626 -1.140281 -0.167775  0.037
C 0.925765 -1.400238 0.449561  -0.221
C 1.816804 -0.455108 -0.120252  -0.162
C 0.963851 0.667727 -0.787496  -0.458
H -0.409404 1.985248 1.129420  0.206
H 0.454904 0.538900 1.760357  0.218
H -1.110819 0.552665 1.768689  0.222
H -1.808337 -0.065739 -1.792719  0.174
H -2.581732 0.738965 -0.313632  0.190
H -0.218278 -1.674704 -1.094875  0.186
H 1.188096 -2.177398 1.036626  0.214
H 2.914920 -0.179786 0.014040  0.226
H 1.531634 1.582730 -0.462922  0.215
H 1.110206 0.666186 -1.882254  0.225
O -1.775123 -1.048308 0.229902  -0.512

Force components x, y, z for each atom (eV/Å):
C 2.4 -2.2 0.0
C 1.8 -0.9 1.0
C 1.3 1.3 -1.2
C -2.5 1.6 0.1
C 4.4 3.6 -1.5
C -2.1 -0.7 1.6
C 2.5 0.9 -1.1
H 0.0 2.4 0.2
H -0.1 1.1 -1.0
H -2.9 -0.6 1.2
H -0.9 -0.7 1.2
H -1.0 0.7 -0.1
H -1.0 -0.1 -1.0
H 0.9 -2.5 1.8
H -1.6 -1.3 -0.1
H -1.2 -0.2 -0.2
H -0.3 -0.2 0.2
O 0.2 -2.2 -1.0

Molecular formula: C9H15Cl2NY
Method: DFT, ωB97M-V with the def2-TZVPD basis set

Values from the calculation:
- strongest force on any atom (eV Å⁻¹) = 5.28
- E (Ha) = -1365.2800
- energy relative to the best compared isomer or geometry (same formula, charge and spin) (kcal/mol) = 22.9
- molar mass (g mol⁻¹) = 297.0
- charge = -1
- LUMO (spin up / spin down) (eV) = 3.06 / 3.09
- spin multiplicity = 1

Each line ends with the natural charge from an NBO analysis.
CARTESIAN COORDINATES (ANGSTROEM)
Y -0.873397 -1.036346 1.380143  1.014
Cl -1.389721 -0.704839 3.933366  -0.708
Cl -1.659011 -3.712555 0.746415  -0.091
C -2.858294 -2.552377 1.526625  -0.709
H -3.789720 -2.739263 0.977309  0.242
H -2.767769 -2.444883 2.642497  0.269
C -0.166208 0.629871 -1.327695  -0.221
C -0.486847 0.673502 -0.081648  -0.497
H -0.082228 -0.306286 -1.883588  0.182
C -0.708695 1.665545 0.945633  -0.486
H -2.641176 -1.566928 0.940024  0.055
C -0.554526 3.016513 0.202610  -0.379
H -1.687178 1.525827 1.486011  0.224
H 0.041294 1.597737 1.735959  0.216
C 0.639260 2.925956 -0.799318  -0.399
H -1.502269 3.214557 -0.293227  0.196
H -0.350440 3.816869 0.948805  0.185
C 0.566113 1.820435 -1.855449  -0.444
H 0.761288 3.898399 -1.288112  0.192
H 1.548731 2.727832 -0.219636  0.193
H 0.225446 2.213515 -2.820429  0.175
H 1.589541 1.449343 -2.079072  0.193
C 3.099681 -2.866541 -0.988417  -0.811
C 1.857174 -2.292494 -0.500474  0.272
N 0.895496 -1.883863 0.023948  -0.548
H 3.377827 -3.747041 -0.378090  0.208
H 3.914926 -2.125687 -0.938508  0.236
H 3.000703 -3.196799 -2.035682  0.242

Force components x, y, z for each atom (eV/Å):
Y 2.1 -0.3 0.4
Cl 0.0 0.2 0.0
Cl 0.2 -0.6 0.3
C -0.2 0.5 -0.6
H 0.1 -0.4 1.1
H -0.6 -0.5 -1.0
C 1.5 1.3 -1.4
C -2.4 -4.2 2.2
H -0.2 0.1 0.0
C 0.4 2.2 -0.7
H -1.8 0.1 0.0
C 0.4 0.3 1.0
H 0.5 0.3 -0.5
H 0.3 0.0 0.2
C -0.2 0.2 0.4
H 0.0 0.2 -0.2
H -0.2 -0.1 -0.6
C 0.5 0.2 -1.1
H 0.1 0.0 0.1
H -0.1 0.2 0.2
H -0.3 0.0 -0.1
H -0.3 0.4 0.1
C 0.3 -0.2 -0.1
C -1.0 0.4 -0.8
N 1.0 -0.6 0.5
H 0.0 0.1 0.0
H -0.3 -0.1 0.0
H 0.1 0.2 0.5

Molecular formula: C3H4O2
Method: DFT, ωB97M-V with the def2-TZVPD basis set

Values from the calculation:
- strongest force on any atom (eV Å⁻¹) = 3.74
- E (Ha) = -267.1005
- energy relative to the best compared isomer or geometry (same formula, charge and spin) (kcal/mol) = 57.9
- molar mass (g mol⁻¹) = 72.1
- LUMO (eV) = 0.70
- spin multiplicity = 1

Each line ends with the natural charge from an NBO analysis.
CARTESIAN COORDINATES (ANGSTROEM)
C 1.505557 1.525627 -0.979014  -0.777
C 0.566500 0.905632 -1.677581  0.731
O -0.343199 0.667387 -2.355359  -0.453
H 2.417036 1.191105 -0.757002  0.238
H 1.273244 2.486711 -0.583152  0.261
C -1.470818 -1.329822 0.867194  0.267
O -1.164821 -0.172783 1.057135  -0.495
H -0.833065 -2.304786 0.799947  0.118
H -2.538945 -1.443169 0.772563  0.109

Force components x, y, z for each atom (eV/Å):
C -3.1 0.1 -1.1
C 0.3 2.0 0.2
O 0.2 -0.9 0.2
H 3.3 -1.7 0.6
H -0.6 0.5 0.1
C -0.1 0.5 0.2
O 1.2 -1.3 -0.1
H -0.3 1.8 0.2
H -0.8 -1.0 -0.3

Molecular formula: C4H4F4I2O2S
Method: DFT, ωB97M-V with the def2-TZVPD basis set

Values from the calculation:
- strongest force on any atom (eV Å⁻¹) = 4.02
- E (Ha) = -1698.1674
- energy relative to the best compared isomer or geometry (same formula, charge and spin) (kcal/mol) = 9.4
- molar mass (g mol⁻¹) = 445.9
- LUMO (eV) = 0.01
- spin multiplicity = 1

Each line ends with the natural charge from an NBO analysis.
CARTESIAN COORDINATES (ANGSTROEM)
C 0.795899 -0.545013 -0.788991  -0.827
C -2.341346 0.953621 0.427794  -0.137
C -1.287125 1.595876 1.436677  0.584
C 3.416314 -2.328253 -0.245984  0.513
O -1.276103 0.398162 -2.223662  -0.938
O -1.807032 -0.308815 0.091233  -0.715
F -1.026363 0.629947 2.380878  -0.339
F -0.216663 2.028906 0.743352  -0.337
F 4.421391 -1.541512 -0.346456  -0.334
F 3.896625 -3.510778 -0.637048  -0.363
S -1.051578 -0.682444 -1.302981  1.587
I -2.039730 3.317161 2.472658  0.078
I 1.900867 -1.692222 -2.189022  0.275
H 1.342936 0.384263 -0.700148  0.250
H 1.055593 -1.189215 0.204457  0.270
H -2.496451 1.651779 -0.303209  0.217
H -3.287234 0.838535 0.980451  0.216

Force components x, y, z for each atom (eV/Å):
C 0.4 -2.4 2.4
C 1.5 -0.3 3.7
C -2.1 -0.6 -0.2
C -0.5 -1.4 1.5
O -0.2 0.8 -0.8
O -0.4 -0.3 0.0
F 0.8 1.0 -0.9
F 0.4 -0.9 0.5
F 1.3 1.1 -0.2
F -0.1 0.0 0.0
S 1.4 -0.2 0.7
I -0.2 -0.1 0.0
I -0.9 0.4 -1.6
H -0.7 0.6 -0.2
H -1.0 1.5 -2.1
H -0.2 1.3 -2.5
H 0.4 -0.4 -0.2

Which value of spin multiplicity does entry 2 give? 1